{"formula": "C5H9N2", "method": "ωB97M-V/def2-TZVPD", "smiles": "CC(=[NH2+])C=C=CN", "total_charge": 1, "total_energy_ev": -8299.957, "e_lumo_ev": [-5.2235, -5.2249], "multiplicity": 1, "homo_ha": [-0.470, -0.470], "gap_ev": [7.566, 7.566], "elements": ["C", "C", "C", "C", "C", "N", "N", "H", "H", "H", "H", "H", "H", "H", "H", "H"], "coordinates": [[-1.411, 0.095, 0.088], [-0.383, -0.796, 0.035], [2.639, -0.057, -0.539], [1.206, -0.484, -0.267], [-2.802, -0.466, 0.064], [-1.228, 1.389, 0.013], [3.631, 0.015, 0.351], [-0.571, -1.831, 0.043], [2.651, 0.196, -1.656], [-0.256, 1.629, 0.258], [-2.926, -1.482, 0.505], [-3.035, -0.555, -0.922], [-3.445, 0.265, 0.518], [-2.015, 2.140, 0.045], [4.603, -0.078, 0.097], [3.341, 0.019, 1.366]], "mulliken_charge": [1.151, -0.640, 0.038, -0.279, -1.354, -0.377, -0.388, 0.356, 0.299, 0.257, 0.366, 0.379, 0.402, 0.295, 0.244, 0.250]}

{"formula": "C5H9N2", "method": "ωB97M-V/def2-TZVPD", "smiles": "[NH+]#CCCN1CC1", "total_charge": 1, "total_energy_ev": -8300.837, "e_lumo_ev": [-4.4176, -4.4174], "multiplicity": 1, "homo_ha": [-0.478, -0.478], "gap_ev": [8.600, 8.601], "elements": ["C", "C", "C", "C", "C", "N", "N", "H", "H", "H", "H", "H", "H", "H", "H", "H"], "coordinates": [[0.196, -0.862, 0.346], [-2.597, 0.076, 0.053], [1.951, 0.971, 0.508], [2.136, 0.285, -0.802], [-1.543, -0.751, -0.308], [-3.317, 0.876, 0.503], [0.900, 0.210, -0.086], [0.029, -0.922, 1.418], [2.439, 0.566, 1.387], [1.814, 2.043, 0.528], [2.127, 0.875, -1.709], [2.754, -0.603, -0.847], [0.434, -1.814, -0.123], [-1.854, -1.784, -0.142], [-1.322, -0.579, -1.361], [-4.148, 1.414, 0.634]], "mulliken_charge": [-0.437, 0.440, -0.388, -0.489, -0.794, -0.061, -0.046, 0.374, 0.273, 0.252, 0.252, 0.276, 0.352, 0.383, 0.307, 0.306]}

{"formula": "C5H9N2O", "method": "ωB97M-V/def2-TZVPD", "smiles": "C[C@@H]1C[N@@+]12O[C@H]1N[C@H]12", "total_charge": 1, "total_energy_ev": -10345.957, "e_lumo_ev": -2.6691, "multiplicity": 1, "homo_ha": -0.570, "gap_ev": 12.831, "elements": ["C", "C", "C", "C", "C", "N", "N", "O", "H", "H", "H", "H", "H", "H", "H", "H", "H"], "coordinates": [[-0.632, 1.341, -0.603], [-1.032, 0.496, 0.531], [1.141, -0.461, -0.735], [2.271, 0.138, -0.082], [-1.867, -0.805, 0.397], [1.950, -1.296, 0.147], [0.308, 0.506, 0.037], [1.388, 0.947, 0.697], [-0.794, 0.999, -1.690], [-0.654, 2.329, -0.345], [-1.284, 1.024, 1.433], [0.870, -0.706, -1.784], [3.368, 0.293, -0.241], [-1.940, -1.255, -0.589], [-2.849, -0.566, 0.636], [-1.674, -1.570, 1.105], [1.429, -1.414, 1.086]], "mulliken_charge": [-0.472, 0.113, -0.223, 0.007, -1.485, -0.477, 0.743, -0.387, 0.220, 0.306, 0.359, 0.364, 0.413, 0.359, 0.440, 0.409, 0.312]}

{"formula": "C5H9N2O", "method": "ωB97M-V/def2-TZVPD", "total_charge": 1, "total_energy_ev": -10345.828, "e_lumo_ev": [-4.1064, -8.4979], "multiplicity": 3, "homo_ha": [-0.432, -0.572], "gap_ev": [7.637, 7.055], "elements": ["C", "C", "C", "C", "C", "N", "N", "O", "H", "H", "H", "H", "H", "H", "H", "H", "H"], "coordinates": [[2.069, 0.245, -0.023], [-0.018, 0.880, -0.188], [-0.338, -0.555, -0.048], [-1.113, 1.760, -0.680], [-0.602, -1.205, 1.257], [1.204, 1.230, -0.167], [1.688, -0.944, -0.197], [-0.927, -1.235, -1.002], [3.193, 0.628, 0.095], [-1.872, 1.181, -1.212], [-0.697, 2.595, -1.142], [-1.533, 2.054, 0.244], [-0.392, -2.232, 1.426], [-1.616, -1.356, 1.529], [-0.306, -0.492, 2.094], [2.281, -1.787, -0.092], [-1.020, -0.769, -1.895]], "mulliken_charge": [-0.069, 0.019, 1.134, -1.239, -1.246, -0.234, -0.314, -0.430, 0.379, 0.419, 0.410, 0.346, 0.403, 0.408, 0.339, 0.244, 0.432]}

{"formula": "C5H9N2O3S2", "method": "ωB97M-V/def2-TZVPD", "smiles": "CCC1=N[C@H](O[S@@](=N)(=O)[O-])CS1", "total_charge": -1, "total_energy_ev": -36123.628, "e_lumo_ev": 3.1285, "multiplicity": 1, "homo_ha": -0.170, "gap_ev": 7.753, "elements": ["C", "C", "C", "C", "C", "N", "N", "O", "O", "O", "S", "S", "H", "H", "H", "H", "H", "H", "H", "H", "H"], "coordinates": [[-0.946, 1.868, -0.441], [-0.012, 2.543, 0.618], [-0.229, 0.036, 0.605], [-0.705, -2.378, 0.007], [0.170, -1.471, 0.838], [-1.120, 0.511, -0.119], [1.275, 0.225, -1.392], [-0.509, 2.228, -1.691], [-0.512, 0.107, -2.998], [1.188, 1.841, -3.359], [0.877, 1.222, 1.440], [0.419, 0.998, -2.436], [-1.941, 2.459, -0.213], [0.746, 3.213, 0.007], [-0.580, 3.232, 1.388], [-1.710, -2.476, 0.383], [-0.305, -3.429, 0.090], [-0.767, -1.945, -1.057], [1.200, -1.336, 0.443], [-0.008, -1.750, 1.892], [2.102, 0.750, -1.681]], "mulliken_charge": [0.172, -0.513, 0.393, -1.039, -0.362, -0.577, -0.511, -0.446, -0.659, -0.742, -0.232, 0.987, 0.266, 0.256, 0.331, 0.293, 0.316, 0.227, 0.316, 0.338, 0.185]}

{"formula": "C5H9N2O4", "method": "ωB97M-V/def2-TZVPD", "total_charge": -1, "total_energy_ev": -16498.569, "e_lumo_ev": 3.5392, "multiplicity": 1, "homo_ha": -0.161, "gap_ev": 7.932, "elements": ["C", "C", "C", "C", "C", "N", "N", "O", "O", "O", "O", "H", "H", "H", "H", "H", "H", "H", "H", "H"], "coordinates": [[0.172, -2.642, -0.132], [1.787, -0.315, 0.508], [-0.023, 0.767, -0.861], [-0.482, -1.414, 0.207], [0.282, -0.107, 0.356], [-3.910, -0.795, 0.136], [-2.960, -0.061, -0.154], [-0.106, -2.520, 1.147], [0.690, -3.404, -0.884], [-3.147, 1.183, -0.486], [-5.192, -0.173, 0.085], [2.198, -0.759, -0.396], [2.013, -0.964, 1.352], [2.275, 0.641, 0.671], [0.534, 1.700, -0.796], [-1.084, 1.002, -0.901], [0.264, 0.254, -1.778], [-1.561, -1.252, 0.072], [-0.101, 0.396, 1.251], [-4.917, 0.736, -0.200]], "mulliken_charge": [0.429, -1.726, -1.169, -0.075, 0.785, -0.646, 0.428, -0.447, -0.599, -0.872, -0.425, 0.343, 0.395, 0.465, 0.376, 0.224, 0.297, 0.647, 0.218, 0.351]}

{"formula": "C5H9N2OS", "method": "ωB97M-V/def2-TZVPD", "total_charge": 1, "total_energy_ev": -21184.604, "e_lumo_ev": -5.9519, "multiplicity": 1, "homo_ha": -0.492, "gap_ev": 7.438, "elements": ["C", "C", "C", "C", "C", "N", "N", "O", "S", "H", "H", "H", "H", "H", "H", "H", "H", "H"], "coordinates": [[0.299, 1.082, 0.304], [-2.168, 0.912, 0.877], [0.002, 0.783, 1.803], [0.607, -1.298, -0.293], [0.296, 0.513, -2.134], [-1.436, 0.796, 1.919], [0.136, 0.035, -0.651], [0.258, 2.230, -0.018], [-3.265, 1.099, -0.212], [0.390, -0.098, 2.253], [0.384, 1.644, 2.465], [-0.132, -1.946, 0.100], [0.968, -1.868, -1.293], [1.472, -1.208, 0.260], [1.458, 0.467, -2.268], [-0.247, -0.132, -2.748], [0.034, 1.522, -2.162], [-1.902, 0.607, 2.814]], "mulliken_charge": [0.284, 0.585, -0.501, -1.095, -1.043, -0.095, 0.164, -0.502, -0.057, 0.403, 0.317, 0.308, 0.334, 0.468, 0.344, 0.363, 0.414, 0.309]}

{"formula": "C5H9N2P", "method": "ωB97M-V/def2-TZVPD", "total_charge": 0, "total_energy_ev": -17593.797, "e_lumo_ev": [-1.1611, -1.1620], "multiplicity": 1, "homo_ha": [-0.293, -0.293], "gap_ev": [6.806, 6.806], "elements": ["C", "C", "C", "C", "C", "N", "N", "P", "H", "H", "H", "H", "H", "H", "H", "H", "H"], "coordinates": [[1.241, -1.036, 0.170], [0.860, 0.188, -0.150], [0.392, -2.237, 0.346], [-2.427, 1.774, -0.673], [-1.792, 1.176, 0.472], [2.599, -1.190, 0.363], [3.250, -0.118, -0.058], [2.340, 1.276, -0.436], [1.171, -2.984, 0.573], [-0.058, -2.412, -0.640], [-0.262, -2.206, 1.253], [-3.590, 1.900, -0.489], [-2.309, 1.166, -1.557], [-2.063, 2.726, -1.000], [-2.106, 0.311, 0.904], [-1.438, 1.975, 1.057], [4.192, -0.308, -0.135]], "mulliken_charge": [0.200, 0.086, -0.968, -0.773, -0.488, -0.531, 0.012, -0.112, 0.346, 0.239, 0.249, 0.279, 0.266, 0.302, 0.405, 0.285, 0.204]}

{"formula": "C5H9N2S", "method": "ωB97M-V/def2-TZVPD", "total_charge": 1, "total_energy_ev": -19136.369, "e_lumo_ev": -5.2705, "multiplicity": 1, "homo_ha": -0.467, "gap_ev": 7.438, "elements": ["C", "C", "C", "C", "C", "N", "N", "S", "H", "H", "H", "H", "H", "H", "H", "H", "H"], "coordinates": [[0.541, -1.362, 1.497], [1.120, 2.278, -0.054], [-0.061, 1.652, 0.172], [-0.564, -0.517, -0.411], [-0.745, -0.456, -1.845], [-0.300, -0.795, 2.237], [0.500, -1.166, 0.129], [2.345, 3.068, -0.573], [1.481, -1.845, 1.859], [-0.236, 1.023, 1.152], [-0.965, 2.184, -0.150], [-1.465, -0.440, 0.220], [-0.926, 0.543, -2.348], [-1.723, -0.911, -2.225], [0.037, -0.946, -2.458], [-0.151, -0.575, 3.212], [1.111, -1.734, -0.413]], "mulliken_charge": [0.000, 0.340, -0.470, 0.191, -1.135, -0.559, -0.095, -0.214, 0.346, 0.187, 0.465, 0.452, 0.308, 0.335, 0.337, 0.241, 0.271]}

{"formula": "C5H9N3", "method": "ωB97M-V/def2-TZVPD", "smiles": "C[C@@]12C[C@@H]1N=CNN2", "total_charge": 0, "total_energy_ev": -9795.822, "e_lumo_ev": 1.0068, "multiplicity": 1, "homo_ha": -0.322, "gap_ev": 9.768, "elements": ["C", "C", "C", "C", "C", "H", "H", "H", "H", "H", "H", "H", "H", "H", "N", "N", "N"], "coordinates": [[-0.382, -0.676, -1.947], [-0.592, 0.123, -0.575], [-1.679, -0.148, 0.495], [-0.328, -0.817, 0.566], [1.426, 0.323, 1.609], [-0.898, -0.289, -2.860], [-0.587, -1.904, -1.777], [0.781, -0.297, -2.236], [-1.853, 0.795, 0.853], [-2.375, -0.922, 0.271], [0.022, -1.884, 0.504], [2.234, 0.549, 2.162], [2.279, 1.641, 0.152], [-0.369, 1.630, 0.625], [0.503, -0.541, 1.849], [1.559, 1.063, 0.454], [0.259, 1.354, -0.145]], "mulliken_charge": [-1.009, 0.597, -0.655, -0.370, -0.059, 0.327, 0.225, 0.241, 0.288, 0.316, 0.383, 0.465, 0.197, 0.338, -0.668, -0.084, -0.533]}